Molecular formula: C33H35IN8O10Ta
Method: DFT, ωB97M-V with the def2-TZVPD basis set

XYZ file:
```
88
Properties=species:S:1:pos:R:3:lowdin_charge:R:1
Ta 0.08762 0.22303 -0.10425 1.993
I -1.33123 -2.28125 -0.79580 1.483
O -0.11235 0.04720 -2.51270 -0.093
O -2.88502 2.41182 0.03916 0.061
O -3.20719 -0.07805 5.00085 -0.045
O 2.14153 1.31855 0.63781 -0.004
O 1.33677 -1.80117 -0.35791 -0.200
O 2.89758 -3.21036 -1.11175 0.239
O 0.62096 -0.44795 1.54077 -0.281
O 0.76359 2.19309 -1.28038 -0.036
O -3.92741 2.18114 -4.31460 0.186
O 2.10505 3.63465 -2.20660 0.227
N 2.25099 0.15641 -1.64504 0.095
N 0.15035 2.09758 1.19715 0.082
N -1.84213 -0.08846 1.15955 -0.044
N -3.38202 2.21001 -2.12888 0.254
N -1.59921 3.35896 2.20862 0.269
N 1.50878 0.31126 4.92747 0.160
N 0.65932 3.71127 2.67489 -0.052
N -1.51172 1.09646 -1.23772 0.004
C 0.51603 4.82495 3.60827 0.031
C 1.94774 3.20510 2.23954 0.028
C 1.65256 -0.11994 3.67644 -0.246
C 1.49122 2.14228 1.29411 -0.449
C -3.17353 -1.50348 -0.32222 -0.581
C -2.04938 -0.00447 -4.70591 -0.148
C -1.13718 0.76143 -2.49770 -0.430
C -0.32740 3.08926 2.03478 -0.323
C -4.35622 -2.01460 -0.82982 -0.100
C -3.01262 -1.05974 -4.19072 -0.059
C 2.65137 1.24667 -2.28378 -0.148
C 2.31697 -2.05187 -1.06061 -0.407
C -2.61198 1.93122 -1.04101 -0.469
C 3.96371 -1.09033 -2.76352 0.089
C 0.51850 -0.15234 2.86424 -0.213
C 4.36624 0.05277 -3.43831 0.038
C 0.30408 0.62072 5.40652 -0.045
C -3.14828 1.86747 -3.46445 -0.404
C -5.53596 -0.41171 0.52020 -0.017
C -0.87982 0.53933 4.68366 -0.108
C -1.82458 1.19790 -3.75822 -0.284
C -3.13842 -0.46943 0.59818 -0.345
C -0.93999 2.24721 -4.49588 -0.128
C -1.88186 -0.01920 2.45028 0.009
C -2.21079 0.87931 5.31438 -0.176
C -5.54849 -1.45572 -0.39478 -0.027
C -4.34190 0.08408 1.01988 -0.018
C 3.69975 1.24718 -3.19149 0.073
C -0.74473 0.16446 3.33980 -0.072
C 1.79495 2.40161 -1.90576 -0.400
C 2.99660 -0.60232 3.23296 0.011
C 2.89916 -0.97148 -1.88272 -0.135
C -0.90631 3.63372 -3.86744 -0.053
H 1.34959 4.79376 4.30597 0.112
H 3.75341 -0.24869 3.92866 0.098
H -2.83074 -0.19312 2.94952 0.135
H -6.48751 -1.83801 -0.77117 0.130
H 3.01495 -1.69447 3.25140 0.103
H 2.52542 2.78008 3.06416 0.160
H -2.08450 1.00149 6.39088 0.137
H 2.94394 3.71268 -2.68782 0.150
H -0.52034 3.64270 -2.84770 0.058
H -3.22752 -1.78843 -4.97104 0.098
H 2.54561 3.96733 1.73372 0.166
H -4.35210 0.91110 1.71552 0.128
H -2.56832 1.83761 4.92761 0.127
H -1.07179 -0.43131 -4.93521 0.130
H -0.39904 4.71170 4.18687 0.097
H -2.43765 0.42372 -5.62944 0.134
H 3.23957 -0.27640 2.22286 0.067
H 2.47375 -3.85199 -0.51264 0.180
H 5.18471 0.01603 -4.14423 0.142
H 0.51412 5.78215 3.08714 0.114
H -4.20323 2.77919 -1.95647 0.190
H -1.36555 2.32847 -5.49578 0.137
H -0.28792 4.30088 -4.46695 0.096
H -2.59527 -1.60670 -3.34489 0.011
H -6.46838 0.02617 0.84980 0.129
H -3.25818 -0.74293 5.69607 0.119
H -4.35751 -2.83449 -1.53529 0.120
H -1.87356 4.16796 2.74331 0.135
H -3.96772 -0.62409 -3.88884 0.089
H 0.05476 1.80871 -4.60645 0.125
H 3.99683 2.14583 -3.71819 0.138
H -2.25554 2.95946 1.53253 0.078
H 0.28243 0.94328 6.44236 0.134
H 4.45199 -2.04393 -2.91211 0.148
H -1.90183 4.08026 -3.84400 0.091
```

* charge: +3
* 2S+1: 1
* Kohn-Sham gap: 7.59 eV

Molecular formula: C33H36AuFN3O5S2
Method: DFT, ωB97M-V with the def2-TZVPD basis set

XYZ file:
```
81
Properties=species:S:1:pos:R:3:mulliken_spin:R:1
Au -2.24912 0.54143 -0.26638 0.609
S -3.45312 -2.66427 -0.34128 0.009
S -5.44442 1.33003 -0.73318 0.010
F 3.97328 -1.86307 -0.22538 0.022
O -1.18712 4.63183 -0.00658 0.019
O -0.15992 0.50863 -0.49248 0.104
O -2.35982 -1.63317 -0.21968 0.054
O -4.39572 0.40753 -0.14468 0.070
O -2.11792 2.65273 -0.25808 0.125
N 6.08488 0.03143 0.09812 0.325
N 2.60988 3.44783 0.24892 -0.025
N 8.39788 -0.34527 1.26582 0.001
C -6.06452 0.37083 -2.20908 0.001
C 7.12618 0.85693 -0.47568 -0.009
C -5.70632 -1.10417 -2.11988 -0.001
C 6.47688 -1.37427 0.16142 -0.017
C 0.60908 1.47133 -0.23198 0.060
C -1.13042 3.42613 -0.11498 0.023
C 7.98128 -1.49337 0.42672 0.002
C 3.01118 2.13353 0.11812 0.050
C 2.01968 1.15853 -0.09748 0.097
C 4.75538 0.40223 0.04542 0.154
C 8.33528 0.91443 0.47512 0.012
C -8.87602 0.84753 2.23862 0.000
C 2.40428 -0.18227 -0.19188 -0.007
C 4.34678 4.68313 1.68542 0.000
C -6.68832 0.20473 1.47612 0.001
C 4.35368 1.73643 0.18552 0.063
C -7.95712 1.88023 0.27312 0.001
C -3.22952 -5.38957 0.11742 0.000
C -4.29682 -1.41077 -2.63588 0.004
C -2.51972 -6.56867 0.26192 0.000
C -0.45652 -5.38517 -0.14088 0.000
C -8.99382 1.73773 1.17772 0.001
C -1.13502 -6.56367 0.14562 0.000
C 3.26618 5.65843 1.34882 0.001
C -1.15702 -4.20147 -0.28478 0.000
C 0.29738 2.84063 -0.06608 -0.039
C -3.79092 -2.76227 -2.16358 0.000
C -7.73162 0.06793 2.37472 0.000
C -6.81882 1.09433 0.42032 0.006
C 1.31418 3.74943 0.14792 0.061
C 3.71438 -0.54567 -0.11398 0.173
C -2.53992 -4.21847 -0.17018 0.007
C 3.56188 4.52373 0.41242 -0.007
H -4.52092 -3.55797 -2.30418 0.000
H 0.61808 -5.38957 -0.24658 0.000
H 4.06278 4.76403 -0.52078 0.002
H 9.34128 -0.48257 1.64262 0.000
H -6.42562 -1.67327 -2.71198 0.000
H 4.15988 3.99983 2.49852 0.000
H 1.04598 4.79533 0.22992 0.001
H 2.36448 5.62573 1.93942 0.000
H -0.58412 -7.47937 0.29622 0.000
H 9.25058 1.01533 -0.11028 -0.001
H 8.56578 -1.47607 -0.49568 -0.001
H -5.77992 -0.36737 1.58132 -0.001
H 7.75088 -0.28317 2.06192 0.001
H -3.04152 -7.48477 0.48602 0.000
H 8.26148 1.75913 1.16082 -0.002
H -7.14002 0.53323 -2.24918 0.001
H -2.85562 -3.02817 -2.65108 0.000
H 5.09268 2.49903 0.36662 0.010
H -5.79812 -1.43727 -1.08168 0.001
H 6.25268 -1.91427 -0.76698 0.012
H 6.75828 1.86243 -0.66448 0.000
H -8.03322 2.59693 -0.52888 0.000
H -4.30122 -5.38707 0.23412 0.000
H -4.28452 -1.38327 -3.72898 0.000
H -0.65062 -3.27067 -0.48528 0.000
H 3.53428 6.65693 1.04012 0.000
H -3.59402 -0.64587 -2.29028 -0.002
H 5.37648 4.99943 1.60292 0.000
H 7.42608 0.43733 -1.44458 0.018
H -7.64612 -0.63617 3.18802 0.000
H 8.18628 -2.43307 0.94162 0.000
H -5.60052 0.84093 -3.07498 0.000
H 5.92188 -1.85227 0.97372 0.002
H -9.66122 0.78323 2.97812 0.000
H -9.88062 2.34143 1.07812 0.000
H 1.64848 -0.93247 -0.34598 -0.002
```

* expectation value of S²: 2.03
* charge: +3
* 2S+1: 3
* Kohn-Sham gap (spin up / spin down): 6.03 / 2.40 eV